(1)
This record from the Open Molecules 2025 dataset describes a structure of composition C17H28NO2P2SnTe in a non-equilibrium geometry. The level of theory is wB97M-V/def2-TZVPD.

Results
Highest occupied orbital energy (spin up / spin down)   -17.9 / -17.4 eV
Electronic energy   -2033.76402 a.u.
Spin multiplicity   1
Net charge   +3

The geometry in XYZ format:
```
52
Properties=species:S:1:pos:R:3:forces:R:3
C 1.715 1.325 -2.356 -0.84 0.11 0.34
P -2.152 0.367 -0.540 -0.75 -0.32 1.11
C -1.352 0.809 4.064 0.00 -0.10 0.62
C -3.214 -1.096 -0.304 0.12 -0.15 -0.13
C -2.088 1.143 5.209 0.16 0.00 -1.11
C 0.749 2.352 -4.324 0.34 0.13 -0.17
H -2.792 0.943 -2.894 0.30 -0.11 0.32
H -2.161 2.641 0.214 -0.32 -0.24 0.08
O -1.778 -2.293 -4.259 -0.65 0.84 -0.13
H -2.192 1.055 7.355 0.09 -0.05 -0.15
H -3.376 -1.277 0.777 0.08 0.19 -0.54
H 1.296 -0.812 5.574 -0.33 0.16 0.43
H 3.760 0.391 1.504 0.28 -0.23 -0.36
H 3.835 0.796 -2.137 -0.37 0.42 0.06
H -0.447 -3.695 -2.655 0.19 -0.36 0.33
Sn 0.217 -0.234 0.063 0.09 -1.49 0.91
Te 1.117 -0.567 2.778 -0.63 0.62 0.16
H 3.170 1.806 -0.803 -0.01 -0.06 -0.42
C 3.079 -1.918 -1.546 -0.28 -0.39 -0.09
C -2.842 1.786 0.354 -0.02 0.41 -0.19
H 2.385 -1.938 -2.411 0.44 0.04 0.35
C -1.611 0.785 6.476 0.24 -0.15 0.18
C 0.351 -0.265 5.532 -0.63 0.30 -0.01
C -1.934 0.786 -2.227 0.36 0.57 -0.68
H 2.883 2.352 -3.816 -0.44 -0.09 -0.12
C 3.968 -0.458 0.827 -0.09 0.10 0.48
C -0.146 0.102 4.253 0.25 -0.14 -0.05
H -1.418 2.143 -4.476 0.64 -0.17 0.13
H -2.401 -2.526 -4.982 0.57 0.01 0.56
C 2.945 0.991 -1.514 -0.07 -0.13 0.24
H 0.763 -3.581 -1.680 -0.95 -0.79 -0.36
P 2.714 -0.495 -0.487 0.63 -0.02 -0.47
H -2.013 -1.366 -4.044 0.16 -0.88 -0.33
H -0.147 -1.933 0.398 0.15 0.45 -0.73
H -2.721 -1.984 -0.744 -0.25 0.39 0.15
C -0.404 0.087 6.650 0.35 -0.16 -0.35
H -0.045 -0.186 7.644 -0.21 0.14 -0.27
H 3.878 -1.377 1.434 0.18 0.28 -0.37
H -1.655 1.054 3.040 -0.06 0.03 0.63
O -0.064 -4.092 -1.846 0.62 1.27 -0.08
H -2.950 1.582 1.433 -0.05 -0.05 -0.55
H -4.186 -0.926 -0.805 0.41 -0.07 0.26
H 0.864 2.942 -5.250 -0.10 -0.41 0.59
C -0.658 1.202 -2.684 1.09 0.57 -0.13
H 2.933 -2.852 -0.964 0.23 0.47 -0.33
C -0.499 1.908 -3.916 -0.75 -0.16 0.32
C 1.870 2.038 -3.546 0.02 0.09 -0.20
H 4.128 -1.848 -1.898 -0.55 -0.11 0.17
H -3.822 2.035 -0.091 0.32 -0.07 0.29
N 0.483 0.992 -1.900 0.26 -0.44 -0.66
H -3.034 1.687 5.100 0.42 -0.24 0.16
H 4.998 -0.378 0.420 -0.64 -0.05 0.11
```
Forces are in eV/Å.

Löwdin population analysis, charges in e, atoms 1 to 5: C -0.280; P 0.751; C -0.109; C -0.193; C -0.023

(2)
This record from the Open Molecules 2025 dataset describes a cluster of 2 separate species, C17H29F7N3O4PS in total in a non-equilibrium geometry. The level of theory is wB97M-V/def2-TZVPD.

Results
Highest occupied orbital energy   -8.8 eV
Electronic energy   -2568.92606 a.u.
Spin multiplicity   1
SMILES   CCCCCCCC[C@]1([PH2]=S)[C@@H](C(F)(F)C(F)(F)C(F)(F)F)NC(=O)[C@@]1(CCN)ON=O.O

The geometry in XYZ format:
```
62
Properties=species:S:1:pos:R:3:forces:R:3
H 3.266 -0.125 -2.271 -0.04 0.14 0.07
C 1.690 -1.429 -1.678 0.20 -0.15 0.23
F -2.887 0.923 -2.582 -0.33 -0.02 0.02
C 4.038 -1.214 -0.614 0.22 0.15 -0.14
C 4.970 -0.239 0.111 0.01 -0.19 0.06
O -3.782 -0.626 -0.387 -0.07 0.02 0.09
C -1.627 -0.117 2.760 -0.25 -0.21 0.22
H 0.992 -0.853 -2.290 0.03 -0.14 -0.11
H 0.499 -0.219 0.540 -0.17 0.05 0.05
H -3.581 -0.722 2.188 -0.02 0.10 -0.14
C -2.556 1.214 0.399 0.41 -0.24 -0.12
H 2.056 -2.247 -2.306 -0.03 0.04 -0.03
F 1.036 1.982 -3.248 -0.07 0.14 0.06
F -1.030 0.221 -3.477 0.11 -0.20 -0.15
C 0.197 2.990 -2.969 0.02 0.26 0.02
F -2.061 3.387 -2.421 -0.09 0.19 0.17
H -1.155 -0.904 3.352 0.19 0.10 -0.07
H 0.105 0.777 -1.341 -0.02 0.01 0.09
O -5.762 -1.202 0.197 -0.14 -0.21 -0.39
C 0.976 -2.035 -0.459 0.10 0.18 -0.13
H -2.772 -1.484 -2.580 0.04 0.09 -0.06
H 5.965 1.104 2.628 0.12 0.09 -0.08
O -4.926 -1.157 4.378 -0.09 0.04 -0.07
F 0.479 3.455 -1.746 0.02 -0.20 -0.15
N -1.377 1.705 -0.204 -0.47 -0.35 -0.24
H -0.665 2.022 0.439 -0.06 0.31 -0.12
C -2.565 -0.335 0.321 -0.21 0.22 -0.05
H 4.738 2.354 2.355 0.09 -0.07 0.17
C -1.548 1.065 -2.556 -0.15 0.32 0.45
H 1.726 -2.257 0.304 -0.04 -0.06 -0.01
H -0.810 0.413 2.266 -0.12 0.10 -0.06
H 5.895 2.009 1.091 0.11 -0.04 0.09
H -2.363 -1.902 1.761 -0.14 0.00 -0.08
H -0.714 -2.247 -2.547 -0.02 0.28 -0.16
F -1.612 2.531 -4.361 -0.07 0.00 -0.20
H -2.714 0.135 4.408 -0.10 0.21 0.09
P -1.823 -2.039 -1.724 0.00 -0.77 0.47
H -3.096 1.210 3.278 0.15 0.17 -0.05
C -1.283 2.516 -3.055 0.32 -0.25 -0.29
H 0.533 -3.001 -0.708 -0.13 0.09 0.00
S -2.345 -3.687 -0.822 -0.01 0.12 -0.02
N -2.302 0.759 3.722 0.00 -0.25 -0.06
H -5.542 -0.487 4.692 0.03 0.00 0.03
H 4.637 -1.713 -1.382 -0.09 -0.17 0.07
C 2.876 -0.521 -1.328 -0.14 0.01 -0.26
H -0.344 -1.613 1.151 -0.05 -0.07 -0.06
H 5.363 0.475 -0.622 -0.07 0.08 0.08
O -3.414 1.872 0.893 -0.14 0.22 0.47
H 3.705 -1.997 0.072 -0.06 0.10 0.05
C 4.348 0.502 1.289 0.15 0.31 0.09
C -0.046 -1.118 0.229 0.13 -0.31 0.22
C -1.305 -0.695 -0.562 -0.46 0.70 -0.41
H 2.517 0.353 -0.771 0.03 -0.10 0.12
C 5.304 1.549 1.885 -0.33 -0.05 -0.15
H 3.434 1.022 0.992 -0.01 -0.14 -0.09
H 4.072 -0.214 2.069 -0.11 -0.01 -0.08
H -5.425 -1.644 3.714 0.03 -0.06 0.04
F 0.407 3.969 -3.846 0.00 -0.12 0.16
C -0.974 0.722 -1.186 1.12 -0.25 -0.01
N -4.676 -1.569 0.302 0.19 0.25 0.40
C -2.582 -0.832 1.769 0.47 -0.48 0.02
H 5.838 -0.793 0.485 0.01 0.02 -0.07
```
Forces are in eV/Å.

natural (NBO) population analysis, charges in e, atoms 1 to 5: H 0.211; C -0.399; F -0.311; C -0.398; C -0.388

(3)
This record from the Open Molecules 2025 dataset describes a cluster of 3 separate species, C17H29FN5O8 in total in a non-equilibrium geometry. The level of theory is wB97M-V/def2-TZVPD.

Results
Highest occupied orbital energy   -11.6 eV
Electronic energy   -1640.46330 a.u.
Spin multiplicity   1
Net charge   +1

The geometry in XYZ format:
```
60
Properties=species:S:1:pos:R:3:forces:R:3
C -5.513 -1.032 -0.381 0.72 0.39 0.63
C -3.961 -0.956 -0.101 0.25 1.31 -0.07
O -5.760 -4.526 -2.158 -0.24 1.06 1.09
O 3.747 -2.100 -1.583 -0.17 0.16 1.36
H 1.613 -2.951 0.043 0.96 -0.29 0.26
C -7.019 -3.230 -0.351 -0.15 -0.23 -1.01
H 4.259 -0.097 -1.653 -0.79 -0.66 0.66
H 1.827 3.220 -0.021 0.21 0.11 0.22
N 5.426 2.536 3.412 0.12 -0.39 0.23
H 3.774 -4.086 -1.048 0.13 1.22 0.32
H -6.932 -1.659 1.182 0.81 -0.57 -0.71
C 0.586 1.437 -1.057 1.68 -0.26 -1.94
H -5.733 -1.136 -1.486 0.48 -0.03 1.15
C -1.917 -2.257 0.121 0.87 1.46 0.40
H 2.847 6.934 -1.202 0.04 -0.10 0.02
H 3.477 3.556 -0.417 -0.09 -0.23 -0.08
C -0.918 1.488 0.754 0.71 1.52 0.17
H -7.926 -3.579 0.221 1.21 0.15 -0.46
C 2.631 -3.048 0.500 1.41 0.45 0.77
H 4.819 -3.064 -0.005 -1.02 0.33 -0.38
H -5.922 -0.030 -0.065 0.44 -1.03 -0.44
H -7.406 -2.774 -1.312 0.41 -0.27 1.18
C 2.120 5.142 -0.589 -0.23 -0.02 -0.03
H 4.069 5.712 -1.103 -0.06 -0.02 -0.08
C -1.800 0.248 0.437 -0.60 -2.67 -0.75
H 3.770 -0.623 -0.004 -0.41 -0.27 -0.88
N 4.530 4.206 2.123 0.01 0.31 -0.08
H -4.826 -4.261 -2.227 -0.37 -0.50 -0.12
C 2.097 -0.323 -1.527 0.95 -0.40 -1.11
H 4.262 4.550 1.220 -0.11 0.09 0.22
C 5.078 2.965 2.169 0.02 0.01 -0.04
H -5.441 -2.658 1.174 -0.92 0.31 -0.70
N -3.282 -2.180 -0.107 1.64 1.55 0.33
C -6.161 -4.476 -0.794 0.05 -0.33 0.23
H 1.264 -0.941 -1.090 0.88 0.70 0.02
H -0.025 -1.204 0.603 -1.30 0.24 -0.20
C 3.541 -0.769 -1.091 0.11 0.90 -0.91
H 5.298 3.079 4.246 0.01 0.01 -0.07
C -3.254 0.311 0.162 1.43 -2.29 0.13
O 0.958 5.498 -0.470 0.01 -0.05 -0.06
H 2.733 -3.977 1.135 -0.41 0.87 -0.77
C -1.121 -1.073 0.404 -2.19 -0.11 -0.30
C -6.200 -2.171 0.494 -0.44 0.15 0.07
O 0.434 1.487 0.383 -1.99 -0.97 -0.75
C 3.822 -3.076 -0.536 -0.57 -1.50 -0.14
O -5.854 -5.376 -0.063 -0.16 1.05 -0.32
O 1.955 1.100 -1.327 -2.21 -0.50 0.74
H -3.797 1.293 0.164 0.58 -1.26 0.01
N 2.526 3.872 -0.325 0.08 -0.16 -0.03
O -1.331 2.455 1.325 -0.57 -1.29 -0.22
H 5.836 1.621 3.483 -0.01 0.12 0.00
H 2.042 -0.491 -2.649 0.06 -0.03 1.20
H -3.797 -3.054 -0.272 0.21 0.42 0.17
N 3.109 5.985 -0.997 0.18 0.42 -0.01
H 4.381 4.784 2.929 0.02 -0.03 -0.03
H 2.836 -2.191 1.213 -0.64 -0.84 -0.73
H 0.394 2.425 -1.567 0.13 -0.72 1.07
F -1.342 -3.485 0.073 -1.37 2.07 0.03
O 5.245 2.285 1.165 -0.14 0.02 -0.07
H -0.068 0.665 -1.558 0.30 0.66 0.81
```
Forces are in eV/Å.

natural (NBO) population analysis, charges in e, atoms 1 to 5: C -0.466; C 0.315; O -0.727; O -0.534; H 0.187

Q: Which value of spin multiplicity does entry 2 give?
A: 1

Q: The highest electronic energy belongs to which entry?
A: C17H29FN5O8